[1]
Computed, not measured: a cluster of 2 separate species, C2H2Cl3N4 in total, with ωB97M-V/def2-TZVPD.

```
! wB97M-V def2-TZVPD RIJCOSX def2/J DEFGRID3
* xyz 1 1
Cl -0.243 2.593 0.472
Cl 2.381 -1.557 1.139
Cl -2.611 -1.405 1.375
N -0.304 -0.376 -1.790
N -0.717 0.675 -1.179
N 0.343 -1.220 -2.067
N 1.209 0.496 0.222
C 1.622 -0.800 -0.175
C 0.079 1.156 -0.244
H -3.445 -0.412 1.126
H 1.687 0.851 1.122
*
```

## Properties
lowest unoccupied orbital energy = -6.270 eV

***

[2]
Computed, not measured: a structure of composition C39H53Cl4N3O3PSSe3Si4TeZr, with ωB97M-V/def2-TZVPD.

```
! wB97M-V def2-TZVPD RIJCOSX def2/J DEFGRID3
* xyz -1 1
Te -1.138 2.316 2.140
Zr -2.013 1.228 -0.572
Se -3.208 3.970 -0.375
Se -3.632 0.877 -2.646
Se -2.267 4.724 2.318
Cl -0.315 -3.237 -3.592
Cl -2.172 -0.622 3.871
Cl 0.960 -5.949 2.413
Cl -6.465 0.831 1.163
S -3.350 -0.100 1.036
P -4.106 3.093 -2.330
Si 2.580 -5.488 -0.649
Si 2.972 -5.789 1.772
Si 4.424 -4.082 2.744
Si 3.543 -8.116 1.880
O 0.771 -0.568 -2.698
O -0.822 -0.328 -1.058
O 4.317 3.537 -2.554
N 1.635 2.847 -2.812
N 0.816 7.989 3.807
N -0.503 2.365 -1.734
C 2.747 -9.337 0.635
C -6.403 3.279 -0.938
C 3.878 2.122 -2.651
C -2.075 6.024 -5.092
C -5.120 1.926 4.768
C -1.027 -2.131 -2.571
C -6.015 1.606 3.728
C -0.190 6.685 2.067
C 0.512 2.494 -2.337
C -3.842 1.284 4.788
C -2.425 6.406 -3.825
C 0.828 -6.185 -0.945
C 5.451 -8.219 1.478
C -3.160 5.581 -3.006
C -3.396 0.491 3.697
C 0.634 7.725 2.513
C 3.178 -2.664 2.825
C -4.170 0.401 2.489
C -8.497 4.331 -1.658
C -7.976 4.498 -2.901
C -5.850 3.566 -2.139
C 3.369 4.380 -1.940
C -0.284 -0.915 -2.202
C -5.507 0.939 2.563
C 0.166 7.276 4.662
C 3.103 -8.519 3.588
C 2.607 -3.606 -0.934
C -7.776 3.552 -0.763
C -0.927 5.905 2.985
C -6.605 4.191 -3.168
C -0.741 6.214 4.339
C 2.048 4.284 -2.676
C -3.078 3.869 -4.703
C 3.750 -6.286 -1.909
C -3.409 4.303 -3.435
C -2.373 4.725 -5.548
C 5.686 -3.614 1.512
C 5.194 -4.587 4.429
C 2.634 2.021 -3.477
H 6.058 -4.401 0.829
H 1.686 -3.224 -0.459
H 3.913 -8.152 4.241
H 2.308 -3.456 -1.962
H 3.119 -9.656 3.735
H -8.309 3.328 0.154
H 5.364 -2.757 0.939
H -3.214 1.437 5.653
H 1.265 4.847 -2.211
H -8.497 4.811 -3.798
H 5.718 -5.580 4.273
H 3.675 1.628 -1.666
H -2.035 4.394 -6.532
H 3.522 -3.093 -0.724
H -5.667 2.901 -0.190
H 3.984 -7.299 -1.566
H 0.415 -5.483 -1.687
H 4.677 -5.751 -1.900
H 3.313 4.160 -0.871
H 2.157 -8.104 3.942
H -1.479 6.722 -5.660
H 0.344 7.608 5.671
H -3.300 2.849 -5.071
H 0.603 -7.193 -1.416
H 4.695 1.579 -3.155
H 2.949 -9.026 -0.351
H 5.591 -7.470 0.651
H -1.991 -2.426 -2.202
H 2.215 -2.870 3.240
H 2.196 4.658 -3.709
H 3.300 -6.223 -2.887
H 4.377 -4.883 5.143
H 5.963 -8.049 2.451
H -9.481 4.808 -1.375
H 2.272 0.985 -3.459
H 6.676 -3.323 1.981
H 3.171 -10.352 0.680
H -1.342 5.731 5.100
H 1.075 8.483 1.802
H -7.042 1.903 3.600
H 3.624 -1.909 3.466
H 3.782 5.413 -2.016
H -5.407 2.541 5.638
H -0.211 6.565 0.967
H -6.140 4.617 -4.059
H 5.699 -9.189 1.016
H 2.727 2.429 -4.580
H -2.350 7.425 -3.539
H 5.828 -3.828 4.925
H -3.537 5.985 -2.027
H 3.016 -2.137 1.915
H 0.080 -6.123 -0.138
H 1.681 -9.363 0.827
*
```

## Properties
lowest unoccupied orbital energy = 1.733 eV
ΔE to the lowest compared entry with this formula, charge and spin = 0.0 kJ/mol

***

[3]
Computed, not measured: the molecule C7H10, with ωB97M-V/def2-TZVPD.

```
! wB97M-V def2-TZVPD RIJCOSX def2/J DEFGRID3
* xyz 0 1
C -0.421 -0.262 -0.197
C 1.627 0.906 0.871
C -1.171 0.896 -0.776
C 1.330 -1.484 0.308
C 0.635 -0.265 0.910
C 0.378 -1.366 -0.878
C -1.906 -0.192 -0.039
H -2.310 0.036 0.945
H 2.161 0.946 -0.084
H 0.286 -0.418 1.940
H 2.368 0.815 1.669
H -1.070 1.862 -0.286
H -0.130 -2.315 -1.098
H 1.092 1.854 0.986
H 0.927 -1.088 -1.790
H -2.511 -0.880 -0.625
H -1.286 0.954 -1.856
*
```

## Properties
lowest unoccupied orbital energy = 0.028 eV
ΔE to the lowest compared entry with this formula, charge and spin = 489.9 kJ/mol

***

[4]
Computed, not measured: a structure of composition C43H40Cl2N6O4PbS3, with ωB97M-V/def2-TZVPD.

```
! wB97M-V def2-TZVPD RIJCOSX def2/J DEFGRID3
* xyz 0 1
Pb -0.824 2.119 -0.647
Cl -0.772 5.647 4.091
Cl -3.550 9.151 0.819
S 1.945 -6.176 -3.400
S 2.628 -8.948 -3.731
S 0.776 -1.655 -2.166
O -1.707 3.985 0.564
O 2.195 -0.927 -3.081
O -1.449 4.133 -1.664
O -2.748 1.021 -1.581
N 1.563 -2.910 -1.353
N -2.164 0.819 1.272
N 3.304 -5.894 -1.193
N 1.365 0.959 1.107
N 3.447 -7.183 -1.647
N -3.112 6.363 2.320
C 3.825 -1.444 -4.605
C 2.182 -5.240 -1.832
C 0.031 8.038 3.376
C -3.479 -0.767 -0.077
C -0.233 0.417 3.053
C 4.044 -8.152 -0.761
C 2.472 1.902 0.826
C -6.363 5.367 -0.184
C -1.162 9.554 1.899
C 2.786 -7.531 -2.821
C -6.555 5.563 1.171
C 4.248 -4.010 -3.575
C -5.084 5.461 -0.712
C -2.190 8.597 1.688
C 4.524 -8.727 1.579
C 1.021 1.110 2.537
C -5.297 -2.213 -0.827
C 5.004 -2.127 -4.965
C 1.615 -2.880 0.117
C 4.029 -7.840 0.624
C -5.575 -1.269 -1.821
C 2.948 -1.901 -3.655
C -2.642 5.981 -0.652
C 5.199 -10.205 -0.290
C 4.649 -9.303 -1.186
C -1.911 4.634 -0.583
C 5.149 -9.891 1.099
C -2.108 7.348 2.320
C 1.959 -0.375 0.858
C -3.995 5.886 0.055
C 3.109 -3.282 -3.157
C -0.975 7.113 3.127
C -1.622 0.961 2.663
C 2.381 -3.798 -2.026
C -2.681 -0.348 1.078
C -4.655 -0.276 -2.153
C 5.190 -3.362 -4.341
C -5.491 5.949 1.972
C -0.070 9.251 2.727
C -4.214 -1.956 0.005
C -4.177 6.148 1.468
C 1.063 -1.577 0.772
C -3.609 0.092 -1.294
H 0.703 9.970 2.921
H 1.270 -5.416 -1.261
H 2.420 -0.275 -0.137
H 1.011 2.221 2.774
H -1.243 10.525 1.364
H 5.574 -10.638 1.762
H -4.949 5.350 -1.764
H 3.287 1.675 1.531
H -0.188 -0.636 2.747
H -7.565 5.412 1.602
H -5.610 6.071 3.088
H -1.671 2.019 2.898
H 5.713 -1.775 -5.677
H -1.969 6.602 -0.089
H -3.974 -2.610 0.809
H -2.299 0.390 3.329
H 4.609 -9.508 -2.276
H 3.649 -0.405 -4.928
H -4.778 0.293 -3.079
H 0.140 -1.296 0.289
H 1.055 -3.776 0.509
H 1.921 0.693 3.097
H 5.701 -11.109 -0.650
H 2.196 2.949 0.983
H -2.964 5.693 3.047
H 6.147 -3.792 -4.451
H 3.607 -6.809 0.834
H -0.203 0.357 4.155
H 4.456 -4.989 -3.095
H 4.415 -8.574 2.634
H -5.874 -3.097 -0.689
H 0.865 7.729 3.972
H 0.857 -1.837 1.792
H -7.197 5.164 -0.833
H 2.693 -3.074 0.396
H 2.821 -0.572 1.532
H -2.731 6.384 -1.665
H -2.514 -1.083 1.890
H -6.496 -1.294 -2.400
H 2.881 1.664 -0.170
*
```

## Properties
lowest unoccupied orbital energy (alpha / beta) = -2.533 / -2.641 eV
ΔE to the lowest compared entry with this formula, charge and spin = 0.0 kJ/mol

***

[5]
Computed, not measured: the ion C9H11F3NOS with charge +1, with ωB97M-V/def2-TZVPD.

```
! wB97M-V def2-TZVPD RIJCOSX def2/J DEFGRID3
* xyz 1 1
S 0.770 0.409 -0.604
F 2.737 -0.404 1.356
F 2.901 -1.626 -0.529
F 3.796 0.380 -0.254
O 0.905 0.672 -2.028
N 0.271 1.821 0.096
C 2.754 -0.405 0.063
C 0.097 1.738 1.570
C -2.275 -2.153 -1.432
C -0.577 -0.861 -0.529
C 0.827 3.071 -0.453
C -0.721 -1.309 0.773
C -2.572 -2.606 -0.101
C -1.743 -2.240 1.042
C -1.272 -1.252 -1.651
H -1.664 -2.673 2.001
H 1.043 2.142 1.991
H 0.152 0.638 1.718
H -2.896 -2.644 -2.279
H -3.447 -3.301 0.136
H -0.927 -0.849 -2.660
H 1.203 2.929 -1.537
H -0.104 3.793 -0.446
H 1.588 3.543 0.290
H -0.849 2.311 1.839
H 0.002 -1.123 1.628
*
```

## Properties
lowest unoccupied orbital energy = -5.345 eV
SMILES string = C[N+](C)=[S@](=O)(c1ccccc1)C(F)(F)F
ΔE to the lowest compared entry with this formula, charge and spin = 256.9 kJ/mol

***

[6]
Computed, not measured: a structure of composition C31H32Cl2N6, with ωB97M-V/def2-TZVPD.

```
! wB97M-V def2-TZVPD RIJCOSX def2/J DEFGRID3
* xyz 0 1
Cl 2.129 -0.699 -0.880
Cl 0.871 -2.978 0.211
N 3.509 -0.110 4.231
N 0.315 3.154 -0.500
N 4.226 1.439 -0.050
N -1.355 -2.851 -1.302
N -2.010 0.005 -2.828
N -2.548 1.021 2.423
C -0.894 3.716 -0.359
C -2.420 -3.190 0.792
C -2.099 2.995 -0.601
C 0.681 -1.740 -1.038
C -3.177 -0.105 -3.534
C -0.853 -1.333 -4.484
C -0.336 -0.710 2.180
C -2.010 1.721 -1.168
C -2.039 -1.330 -5.311
C 2.328 -0.005 2.167
C 2.155 2.278 0.772
C 4.126 3.564 1.052
C 2.825 -1.262 1.785
C 4.877 2.543 0.428
C -1.484 -3.525 -0.168
C 0.372 1.871 -0.971
C 2.728 3.477 1.199
C -3.301 -1.551 -0.716
C 2.888 1.320 0.132
C -1.067 -0.314 1.017
C -2.138 0.519 1.198
C 3.864 -1.365 3.932
C 3.612 -1.972 2.697
C -0.758 1.117 -1.334
C -2.364 -1.922 -1.650
C -3.210 -0.756 -4.813
C -1.859 0.637 3.512
C -0.920 -0.663 -3.300
C 2.710 0.510 3.361
C -0.809 -0.339 3.463
C -3.360 -2.235 0.501
H -1.008 4.721 0.019
H -3.993 -1.913 1.315
H 0.881 -2.389 -1.889
H 0.048 -1.787 -4.870
H 0.014 -0.489 -2.786
H -0.616 0.107 -1.690
H 1.334 1.415 -1.153
H -2.172 1.085 4.443
H 4.048 -2.946 2.534
H 5.941 2.638 0.270
H -2.325 -3.662 1.759
H 1.764 0.633 1.503
H 4.503 4.541 1.314
H 0.448 -1.446 2.078
H -4.094 -0.913 -1.077
H -0.399 -0.797 4.351
H 4.573 -1.922 4.526
H -2.352 -1.550 -2.664
H -4.108 0.388 -3.296
H -0.714 -4.253 0.040
H -0.775 -0.646 0.031
H -3.063 3.424 -0.370
H -2.027 -1.681 -6.333
H -4.176 -0.711 -5.294
H 2.566 -1.501 0.764
H 2.556 0.323 -0.120
H -2.662 0.933 0.349
H -0.294 -1.253 -1.078
H -2.882 1.085 -1.205
H 2.148 4.285 1.621
H 2.441 1.457 3.806
H 1.187 1.894 1.057
*
```

## Properties
lowest unoccupied orbital energy = -0.453 eV
ΔE to the lowest compared entry with this formula, charge and spin = 1493.9 kJ/mol

***

Quick rundown of largest force on an atom, same order as above: 2.7 5.5 0.4 3.4 3.8 10.4 eV/Å